The following is a quantum chemistry calculation of a cluster of 3 separate species, C5H8N2O in total, from OMol25.

- net charge = 0
- DFT total energy (Ha) = -379.75669
- energy above the lowest of the compared OMol25 structures with the same formula, charge and spin (kJ/mol) = 870.3
- Kohn-Sham gap (spin up / spin down) (eV) = 8.08 / 6.96
- LUMO (spin up / spin down) (eV) = 0.89 / 0.14
- molecular weight (g mol⁻¹) = 112.13

Last column: natural (NBO) charge in e.
Atoms and positions in Å:
1 N -0.362 -0.328 0.759  -0.194
2 C 0.029 -0.649 -0.415  0.279
3 N -1.183 0.698 0.993  -0.591
4 C -2.093 -1.230 -0.958  0.311
5 C 1.734 0.404 0.755  -0.167
6 C 0.710 -1.167 -1.410  -0.525
7 C 1.737 1.674 1.076  -0.498
8 O -2.996 -0.466 -0.774  -0.551
9 H -1.650 1.139 0.204  0.392
10 H -1.663 0.605 1.876  0.391
11 H -2.243 -2.107 -1.654  0.100
12 H 2.556 -0.300 0.730  0.185
13 H 1.728 -0.863 -1.605  0.229
14 H 0.237 -1.864 -2.088  0.230
15 H 0.811 2.242 1.157  0.204
16 H 2.649 2.209 1.354  0.206

The following is a quantum chemistry calculation of a structure of composition C16H50N12O13VZn, from OMol25.

- net charge = +1
- DFT total energy (Ha) = -4997.54801
- Kohn-Sham gap (eV) = 2.86
- LUMO (eV) = -7.03
- molecular weight (g mol⁻¹) = 734.98

Last column: Mulliken charge in e.
Atoms and positions in Å:
1 Zn -4.675 -1.719 0.218  0.618
2 O -0.804 -4.155 -3.824  -0.505
3 V 0.151 -4.094 -2.528  1.796
4 O -0.164 -5.270 -1.537  -0.469
5 O 2.137 -1.670 -0.476  -0.572
6 C 1.541 -0.427 -0.130  -0.192
7 C 0.122 -0.026 -0.748  -0.281
8 O -0.883 -0.962 -0.860  -0.430
9 H 2.274 0.324 -0.427  0.295
10 H 1.548 -0.396 0.960  0.245
11 H 0.337 0.227 -1.787  0.220
12 H -0.189 0.927 -0.321  0.313
13 C -2.365 -2.990 4.331  0.679
14 O -3.222 -3.017 3.453  -0.687
15 N -1.134 -3.025 4.154  -0.327
16 N -2.666 -2.789 5.563  -0.410
17 H -0.539 -2.835 4.948  0.161
18 H -0.797 -2.975 3.203  0.216
19 H -1.957 -2.901 6.273  0.151
20 H -3.603 -2.483 5.784  0.214
21 C -4.980 -6.682 -0.529  0.643
22 O -4.879 -5.466 -0.768  -0.693
23 N -5.639 -7.527 -1.190  -0.361
24 N -4.473 -7.221 0.555  -0.399
25 H -6.001 -7.257 -2.093  0.226
26 H -5.901 -8.444 -0.859  0.175
27 H -4.461 -8.229 0.610  0.165
28 H -3.982 -6.618 1.200  0.226
29 C -7.186 -0.539 -4.088  0.634
30 O -6.529 -0.654 -3.025  -0.677
31 N -7.264 -1.493 -4.982  -0.395
32 N -7.776 0.553 -4.469  -0.372
33 H -7.633 -1.367 -5.914  0.185
34 H -6.649 -2.287 -4.877  0.227
35 H -7.685 1.418 -3.955  0.220
36 H -8.349 0.527 -5.300  0.169
37 C 5.289 -4.759 3.378  0.721
38 O 5.777 -5.418 4.265  -0.654
39 N 5.361 -4.995 2.102  -0.373
40 N 4.480 -3.783 3.625  -0.358
41 H 5.916 -5.791 1.821  0.215
42 H 4.805 -4.377 1.529  0.139
43 H 4.371 -3.500 4.588  0.199
44 H 4.021 -3.321 2.853  0.115
45 C -4.880 2.551 2.979  0.627
46 O -4.689 1.564 2.278  -0.658
47 N -4.349 3.733 2.851  -0.395
48 N -5.471 2.360 4.121  -0.382
49 H -3.815 3.854 2.002  0.235
50 H -4.290 4.325 3.667  0.193
51 H -5.659 3.088 4.796  0.158
52 H -5.862 1.461 4.363  0.210
53 C 2.739 5.018 -2.698  0.673
54 O 1.701 5.614 -2.666  -0.653
55 N 3.718 5.190 -1.934  -0.383
56 N 2.972 4.014 -3.501  -0.375
57 H 3.636 6.017 -1.360  0.242
58 H 4.605 4.749 -2.128  0.175
59 H 2.300 3.662 -4.168  0.198
60 H 3.941 3.731 -3.490  0.126
61 C 9.261 -0.087 0.506  -1.006
62 C 7.742 -0.087 0.578  -0.089
63 O 7.256 -0.552 -0.679  -0.528
64 H 9.752 0.222 1.429  0.346
65 H 9.569 0.576 -0.302  0.274
66 H 9.573 -1.127 0.407  0.267
67 H 7.233 0.826 0.885  0.262
68 H 7.342 -0.866 1.227  0.187
69 H 6.386 -0.942 -0.573  0.284
70 C 2.344 3.317 4.480  -1.199
71 C 3.248 2.497 5.377  0.491
72 C 4.531 3.232 5.789  -1.158
73 O 2.451 2.183 6.469  -0.564
74 H 2.106 4.272 4.948  0.330
75 H 1.431 2.801 4.184  0.296
76 H 2.957 3.478 3.593  0.326
77 H 3.496 1.631 4.763  0.217
78 H 5.157 3.369 4.908  0.336
79 H 5.035 2.690 6.589  0.309
80 H 4.272 4.253 6.071  0.312
81 H 1.942 1.370 6.510  0.304
82 C -2.480 3.098 -5.753  -1.198
83 C -1.724 3.834 -6.929  0.559
84 C -2.363 3.538 -8.251  -1.277
85 O -1.613 5.242 -6.816  -0.543
86 H -3.563 3.187 -5.830  0.296
87 H -2.129 3.329 -4.748  0.363
88 H -2.284 2.029 -5.840  0.323
89 H -0.723 3.421 -6.801  0.142
90 H -1.979 4.207 -9.021  0.356
91 H -3.452 3.588 -8.259  0.299
92 H -1.942 2.684 -8.781  0.361
93 H -1.176 5.338 -5.967  0.321